No. 1
# C9H14

2 unconnected molecules or ions with the total composition C9H14 at a distorted geometry (ωB97M-V/def2-TZVPD, the OMol25 dataset).

```
23
Properties=species:S:1:pos:R:3:forces:R:3
C -0.170493 -2.148380 -2.653471 -0.83 -1.36 -0.55
C 0.384553 -1.265071 -1.590212 -0.07 -0.33 -1.16
C 1.274599 -0.315101 -2.046862 0.92 2.87 3.48
C 2.049110 0.328915 -1.042918 0.85 -0.89 1.06
C 2.045077 -0.049340 0.325449 -1.08 -0.69 -1.43
C 1.006938 -0.935393 0.686970 -0.10 -0.31 3.36
C 0.153708 -1.527534 -0.218855 1.05 -0.07 -2.16
H -0.672816 -2.935295 -2.093559 -0.38 -0.38 -0.47
H 0.596735 -2.665820 -3.291725 -0.40 0.68 0.79
H -0.893378 -1.717810 -3.371665 0.28 0.14 0.52
H 1.288602 0.316135 -2.916756 -0.21 -1.12 -1.17
H 2.830322 1.034532 -1.298429 -0.19 0.20 -0.39
H 2.849695 0.257877 1.006785 -0.76 0.09 -0.21
H 0.813109 -1.230843 1.807245 0.74 0.68 -2.16
H -0.534503 -2.353797 -0.025633 0.14 0.51 0.50
C -1.285938 2.518083 1.748307 0.02 -1.72 0.83
C -1.974867 1.289203 2.418150 0.99 0.69 -1.84
H -2.106045 3.192085 1.536936 0.26 0.34 -0.69
H -0.667134 2.954720 2.512379 0.50 0.52 0.05
H -0.668973 2.159778 0.919782 -0.24 0.64 -0.18
H -1.306585 0.510557 2.741117 0.56 -0.05 0.39
H -2.547253 0.824439 1.614245 -0.82 0.04 0.59
H -2.464463 1.758059 3.232718 -1.24 -0.49 0.83
```
Forces are in eV/Å.

Results
- LUMO: 0.03717 Ha
- Energy relative to the best compared isomer or geometry (same formula, charge and spin): 145.1 kJ/mol
- SMILES: Cc1ccccc1.CC
- Maximum force: 4.601 eV/A

***

No. 2
# C20H16AuBrN2O4

A molecular structure, C20H16AuBrN2O4 at a distorted geometry (ωB97M-V/def2-TZVPD, the OMol25 dataset).

```
44
Properties=species:S:1:pos:R:3:forces:R:3
Au 0.136934 0.069741 -0.226678 0.28 0.84 2.14
C -3.300276 4.462851 0.053058 0.11 -0.03 -0.01
C -3.219217 2.964769 0.029994 -0.04 -0.05 0.08
C -4.344241 2.147331 -0.023471 0.10 -0.10 -0.01
C -4.209231 0.767338 -0.042817 -0.02 0.08 0.12
C -2.934996 0.239250 -0.009859 -0.03 -0.33 0.06
Br -2.665354 -1.630397 -0.017313 -0.10 0.20 -0.02
N -1.848168 1.004814 0.051642 0.60 -0.78 -1.12
C -1.985546 2.333407 0.062263 0.15 0.12 0.13
H -4.333439 4.800980 0.068703 0.00 0.01 -0.01
H -2.807568 4.878594 -0.826739 -0.06 0.05 0.00
H -2.791615 4.861397 0.931102 -0.03 0.01 0.01
H -5.334568 2.583609 -0.046712 0.01 0.03 0.00
H -5.066641 0.111959 -0.067231 0.00 0.00 -0.03
H -1.063247 2.898189 0.123137 -0.02 0.02 -0.05
O 2.339914 0.080866 6.566760 -0.02 0.04 0.47
C 1.137187 0.131775 6.322762 -0.40 -0.10 -1.85
O 0.079823 0.219379 6.952596 0.22 0.02 0.42
C 0.846726 0.065980 4.695036 0.31 0.08 1.64
C -0.463280 0.118102 4.240641 -0.03 -0.04 -0.62
C -0.690848 0.088530 2.878623 -0.10 0.04 0.40
N 0.319541 0.005908 2.007352 -0.47 0.05 -1.15
C 1.573229 -0.062827 2.440683 0.98 -0.13 -0.02
C 1.891077 -0.032602 3.791356 -0.37 0.00 -0.66
C 2.660141 -0.197025 1.360331 -0.46 0.24 2.16
O 3.817251 -0.251912 1.707106 -0.19 -0.06 -0.71
O 2.227425 -0.242928 0.141682 -0.97 -0.09 -2.19
H -1.282820 0.180903 4.943471 0.10 0.01 0.13
H -1.697228 0.129971 2.477316 0.06 -0.01 -0.05
H 2.922475 -0.084190 4.107853 -0.02 0.00 0.13
C 0.010266 -0.004856 -2.333968 0.18 0.06 0.79
C 1.293405 -0.574435 -2.715704 0.47 -0.39 -0.40
C 2.294848 0.193323 -3.323677 -0.25 -0.01 0.15
C 3.513646 -0.372263 -3.638580 0.17 -0.09 0.01
C 3.769228 -1.704034 -3.332215 -0.08 0.04 0.01
C 2.788762 -2.478753 -2.723953 0.12 -0.02 -0.02
C 1.561473 -1.924592 -2.430466 -0.20 0.26 -0.05
H -0.839699 -0.672097 -2.481518 -0.03 0.03 0.09
H -0.186964 0.994301 -2.716006 0.01 0.03 0.07
H 2.104876 1.236087 -3.548684 0.00 0.01 0.01
H 4.280230 0.226159 -4.112442 -0.01 0.01 0.00
H 4.733066 -2.137148 -3.562758 0.01 0.01 0.00
H 2.991114 -3.510412 -2.469949 0.00 -0.01 -0.03
H 0.788811 -2.519643 -1.955027 0.03 -0.05 -0.01
```
Forces are in eV/Å.

Results
- LUMO: -0.10017 Ha
- Energy relative to the best compared isomer or geometry (same formula, charge and spin): 108.5 kJ/mol
- Maximum force: 2.396 eV/A

***

No. 3
# C4H8N2O2

A single C4H8N2O2 molecule at a distorted geometry (ωB97M-V/def2-TZVPD, the OMol25 dataset).

```
16
Properties=species:S:1:pos:R:3:forces:R:3
C 1.301473 -0.002338 -1.374574 0.99 2.34 -3.77
N 0.250781 -0.556758 -0.597791 1.15 -0.89 1.66
C 0.502772 -0.708132 0.878298 -0.97 0.63 -0.51
C -0.028824 0.647526 1.462884 -0.55 -2.10 -0.84
C -1.193821 1.012938 0.659579 -0.35 -2.97 -2.89
O -2.119515 1.702931 0.790157 -0.62 0.73 0.04
N -0.974193 -0.044492 -0.792711 -1.35 2.99 0.47
O -1.895397 -1.089089 -0.680733 -0.64 -1.36 1.89
H 0.911619 0.754727 -2.310513 0.61 -2.28 2.75
H 2.056999 0.651858 -0.873145 -0.67 -0.47 0.26
H 1.891574 -0.790379 -1.905321 -0.44 0.47 0.45
H 1.525913 -0.811352 1.176326 0.76 -0.18 -0.41
H -0.016559 -1.639349 1.179484 -0.06 0.89 0.24
H 0.638373 1.427760 1.321699 1.88 1.37 -0.28
H -0.330849 0.682769 2.465148 -0.33 -0.26 1.58
H -2.520347 -1.238619 -1.398787 0.58 1.09 -0.63
```
Forces are in eV/Å.

Results
- LUMO: 0.03265 Ha
- Energy relative to the best compared isomer or geometry (same formula, charge and spin): 539.5 kJ/mol
- SMILES: CN1CCC(=O)N1O
- Maximum force: 4.545 eV/A

***

No. 4
# C37H46N9ReS4SbSi4Te

A molecular structure, C37H46N9ReS4SbSi4Te (ωB97M-V/def2-TZVPD, the OMol25 dataset).

```
103
Properties=species:S:1:pos:R:3:forces:R:3
Re 1.112620 0.415789 0.921206 0.11 -0.09 -0.07
C 3.636600 3.939087 1.384086 0.01 0.01 0.00
C 3.232843 2.630220 1.260794 -0.01 0.00 0.00
N 1.922892 2.312633 1.149939 0.03 0.01 0.01
C 1.042287 3.353892 1.169796 -0.05 0.00 -0.02
C 1.504772 4.660627 1.295617 0.00 -0.01 0.00
N 2.782943 4.970580 1.402658 -0.01 0.00 0.00
C -0.360985 2.972458 1.071195 0.05 0.02 0.02
C -1.459125 3.818792 1.073046 0.01 0.00 0.00
C -2.740544 3.289245 0.989076 0.01 0.00 0.00
C -2.884076 1.901521 0.941412 -0.01 0.00 -0.01
C -1.766873 1.094343 0.946624 0.03 0.00 -0.01
N -0.520339 1.630638 0.971738 -0.06 0.02 -0.07
C -1.743841 -0.368727 0.943162 -0.02 -0.01 -0.01
C -2.859840 -1.175988 1.098058 0.03 0.03 0.01
N -2.786681 -2.497310 1.200213 -0.03 -0.01 -0.01
C -1.568943 -3.024358 1.139178 0.02 -0.04 0.03
C -0.428611 -2.258568 0.950255 -0.04 0.06 0.03
N -0.506656 -0.927067 0.850784 -0.03 0.01 0.01
C -3.928011 4.170589 0.951489 -0.02 0.00 -0.01
C -4.005860 5.321412 1.728420 0.01 -0.01 0.00
C -5.142133 6.111024 1.647458 0.00 0.00 0.00
N -6.178159 5.835928 0.860179 -0.01 0.01 0.00
C -6.099348 4.734748 0.118789 0.00 -0.01 -0.01
C -5.010161 3.877446 0.127784 0.00 0.01 0.01
H 4.689932 4.170930 1.474215 0.00 -0.01 0.00
H 3.927362 1.801427 1.253644 0.00 0.00 0.00
H 0.797453 5.481676 1.308186 0.01 0.01 0.01
H -1.317576 4.889772 1.114166 0.00 0.00 0.00
H -3.871366 1.461785 0.917240 0.00 0.00 -0.01
H -3.846124 -0.733795 1.172702 0.00 -0.01 -0.01
H -1.468827 -4.096279 1.256565 0.01 0.00 -0.01
H 0.551792 -2.713383 0.934155 0.03 -0.03 -0.05
H -3.208373 5.590232 2.409054 0.00 0.00 0.00
H -5.225149 7.007419 2.251561 0.00 0.00 0.00
H -6.949083 4.527487 -0.521912 0.00 0.00 0.00
H -4.999048 3.008993 -0.518413 0.00 0.00 0.00
S 1.404817 -4.495505 2.459764 -0.01 -0.02 0.07
Sb 3.621167 -3.909906 2.628804 0.03 0.03 0.05
S 3.124342 -0.877161 0.930698 -0.04 -0.06 0.01
S 3.713105 -0.832608 -1.088689 -0.09 0.15 0.05
S 3.892775 -2.523495 4.398216 -0.05 -0.03 -0.05
N 1.042720 -5.510202 9.873815 -0.01 0.00 0.00
C 1.009267 -4.720000 9.040294 0.02 0.00 0.01
C 0.965327 -3.720597 8.007335 -0.02 -0.01 -0.02
C 1.327747 -2.409560 8.300937 0.00 0.02 -0.02
C 1.285878 -1.446828 7.309462 -0.01 -0.02 -0.01
C 0.864801 -1.797219 6.035039 0.02 0.01 -0.03
C 0.509753 -3.101419 5.729890 0.00 -0.02 0.00
C 0.568227 -4.064796 6.717816 0.00 -0.01 0.01
N 0.825629 -0.804877 5.013772 0.05 0.00 0.00
C 0.674429 0.551546 5.199150 -0.03 -0.01 0.01
C 0.760258 1.115507 3.971364 0.02 0.04 0.00
N 0.968972 0.123336 3.035146 0.02 -0.09 0.02
C 1.010341 -1.022552 3.694986 0.00 0.03 0.04
H 1.659720 -2.152798 9.297091 0.00 0.00 0.00
H 1.617791 -0.440800 7.522870 0.00 0.01 0.00
H 0.236952 -3.387158 4.721943 0.00 0.01 0.00
H 0.313158 -5.089257 6.485110 0.00 0.00 0.00
H 0.491637 0.982869 6.165532 0.00 0.00 0.01
H 0.686473 2.153930 3.697118 0.00 0.00 0.01
H 1.183626 -2.004771 3.268748 0.02 0.00 0.01
C -2.071250 0.047773 -5.331041 0.01 0.00 0.00
Si -0.849955 0.873463 -4.169016 -0.01 -0.03 -0.03
C -1.748415 1.431837 -2.611595 0.01 -0.01 0.01
C -0.069221 2.365442 -4.996516 -0.01 0.00 0.01
Si 0.813764 -0.675814 -3.583981 0.01 -0.01 0.05
Te 1.887897 0.633038 -1.673721 0.01 0.01 -0.02
Si 2.551918 -0.794694 -5.165399 0.00 -0.05 0.03
C 1.761286 -1.010680 -6.856383 -0.01 0.01 0.02
C 3.630682 -2.273832 -4.757302 0.01 0.04 -0.02
C 3.586490 0.767941 -5.143240 -0.01 0.01 0.00
Si 0.011640 -2.794207 -2.970016 0.02 -0.02 0.00
C 1.235611 -3.628330 -1.829739 -0.02 0.00 -0.04
C -1.690995 -2.591565 -2.205057 0.00 0.06 -0.02
C -0.166095 -3.781072 -4.560687 -0.01 0.00 0.02
H -2.881353 0.733672 -5.591704 0.01 0.00 -0.01
H -2.517278 -0.835697 -4.869138 0.00 0.01 -0.01
H -1.587974 -0.268431 -6.257979 0.01 0.00 0.00
H -2.500929 2.188344 -2.851805 -0.01 -0.01 0.00
H -1.056616 1.872723 -1.887229 0.00 0.01 0.01
H -2.251633 0.592199 -2.124798 0.01 0.00 0.00
H -0.834738 3.094435 -5.274348 0.00 0.01 0.00
H 0.468078 2.081670 -5.903845 -0.01 0.00 0.00
H 0.641714 2.859887 -4.330239 0.00 0.00 0.00
H 1.137979 -1.906766 -6.896377 0.01 0.00 0.01
H 2.526684 -1.099603 -7.631346 0.01 -0.01 0.01
H 1.132356 -0.153232 -7.106956 0.00 0.00 -0.01
H 3.068508 -3.207095 -4.819790 0.00 -0.02 0.01
H 4.040629 -2.198044 -3.747823 -0.01 0.00 0.00
H 4.467926 -2.341106 -5.456860 0.00 0.00 -0.01
H 2.984061 1.656326 -5.344234 0.01 -0.01 0.00
H 4.359476 0.700866 -5.913585 0.00 0.02 0.00
H 4.086508 0.913031 -4.183236 -0.01 -0.02 0.00
H 1.571187 -2.972758 -1.025722 0.00 0.02 0.05
H 2.128353 -3.917917 -2.388549 0.00 0.00 -0.01
H 0.812060 -4.531168 -1.381401 0.01 0.02 0.02
H -1.689695 -1.834765 -1.418355 -0.03 0.00 -0.03
H -2.051249 -3.527419 -1.773276 0.00 -0.02 0.00
H -2.409257 -2.277680 -2.966524 0.00 0.00 0.01
H 0.798457 -3.924393 -5.050500 0.01 0.00 -0.01
H -0.838149 -3.296063 -5.272349 -0.01 0.01 0.01
H -0.573162 -4.771249 -4.338652 0.00 0.00 0.00
```
Forces are in eV/Å.

Results
- LUMO (alpha / beta): -0.06023 / -0.05878 Ha
- ⟨S²⟩: 0.83
- Energy relative to the best compared isomer or geometry (same formula, charge and spin): 5.6 kJ/mol
- Spin multiplicity: 2
- Maximum force: 0.177 eV/A